No. 1
90
Properties=species:S:1:pos:R:3 method="wB97M-V/def2-TZVPD" orbital_gap_ev=5.11 e_above_lowest_kcal_mol=5.7 e_homo_ev=-9.9 total_charge=+1
Pb 0.246 0.241 0.283
C -3.189 2.477 -4.625
C -2.064 3.225 -4.957
C -0.790 2.858 -4.523
C -0.702 1.730 -3.739
C 0.432 1.066 -3.053
N 1.692 1.427 -3.226
C 2.674 0.949 -2.493
C 4.065 0.841 -2.989
C 4.670 1.215 -4.166
C 6.032 0.927 -4.293
C 6.732 0.284 -3.282
C 6.104 -0.103 -2.094
C 4.767 0.195 -1.975
C 3.769 -0.051 -0.909
N 4.055 -0.697 0.213
C 3.209 -1.481 0.827
N 2.058 -1.965 0.283
C 1.507 -2.778 1.191
N 0.404 -3.491 0.996
C -0.485 -3.189 0.092
N -0.735 -1.952 -0.431
C -1.629 -2.100 -1.417
N -2.069 -1.161 -2.242
C -1.330 -0.136 -2.584
N 0.008 0.000 -2.343
C -1.826 0.976 -3.418
C -3.087 1.320 -3.852
C -2.116 -3.493 -1.479
C -3.056 -4.114 -2.269
C -3.259 -5.478 -2.048
C -2.536 -6.170 -1.085
C -1.577 -5.531 -0.295
C -1.395 -4.185 -0.513
C 2.330 -2.861 2.418
C 2.178 -3.546 3.601
C 3.168 -3.359 4.569
C 4.252 -2.522 4.341
C 4.399 -1.835 3.134
C 3.417 -2.023 2.189
N 2.581 0.483 -1.227
H -4.159 2.802 -4.976
H -2.184 4.114 -5.562
H 0.085 3.441 -4.778
H 4.118 1.713 -4.951
H 6.553 1.210 -5.198
H 7.785 0.078 -3.418
H 6.645 -0.607 -1.304
H -3.955 0.727 -3.597
H -3.614 -3.569 -3.018
H -3.994 -6.009 -2.638
H -2.721 -7.227 -0.945
H -1.010 -6.065 0.454
H 1.330 -4.194 3.774
H 3.091 -3.874 5.517
H 4.998 -2.402 5.115
H 5.244 -1.185 2.951
Cl -3.571 -0.816 0.657
C -3.313 0.822 0.087
C -2.018 1.293 -0.041
C -1.904 2.583 -0.524
Cl -0.283 3.254 -0.741
C -2.981 3.388 -0.878
Cl -2.755 4.977 -1.493
C -4.265 2.868 -0.732
Cl -5.630 3.815 -1.164
C -4.438 1.573 -0.238
Cl -6.024 0.938 -0.044
C -2.935 -1.469 3.896
N -2.616 -0.071 3.674
C -3.516 0.976 3.694
C -2.821 2.105 3.466
N -1.494 1.736 3.289
C -1.372 0.379 3.403
S 0.004 -0.598 3.308
C -0.433 2.668 3.150
C -0.417 3.796 3.956
C 0.630 4.687 3.790
C 1.614 4.406 2.854
C 1.498 3.247 2.110
N 0.484 2.393 2.242
H -3.997 -1.545 4.109
H -2.355 -1.847 4.736
H -2.690 -2.048 3.008
H -4.567 0.820 3.855
H -3.148 3.124 3.369
H -1.179 3.956 4.705
H 0.683 5.581 4.397
H 2.452 5.071 2.702
H 2.239 2.992 1.360


No. 2
42
Properties=species:S:1:pos:R:3 method="wB97M-V/def2-TZVPD" multiplicity=2 s_squared=0.755 orbital_gap_ev="7.30 / 6.75" e_homo_ev="-7.6 / -7.0"
V -0.728 -0.916 -0.835
C -2.996 -3.648 -6.008
C -1.895 -2.998 -5.205
O -2.207 -3.165 -3.805
P -1.715 -2.171 -2.668
S -2.919 -2.226 -1.093
S -1.157 -0.365 -3.260
O -0.286 -2.794 -2.133
C -0.160 -4.153 -1.661
C 0.378 -5.041 -2.761
H -2.773 -3.561 -7.072
H -3.950 -3.161 -5.808
H -3.083 -4.704 -5.753
H -1.808 -1.934 -5.424
H -0.929 -3.469 -5.397
H -1.130 -4.501 -1.299
H 0.529 -4.111 -0.818
H -0.319 -5.083 -3.598
H 0.516 -6.053 -2.378
H 1.338 -4.666 -3.117
Br -4.017 4.551 1.481
C -3.033 3.051 0.899
C -3.179 1.834 1.545
C -2.447 0.760 1.085
N -1.603 0.845 0.048
C -1.486 2.021 -0.574
C -2.171 3.155 -0.176
H -3.850 1.723 2.384
H -2.535 -0.210 1.557
H -0.814 2.047 -1.423
H -2.043 4.089 -0.702
Cl 2.514 0.385 -2.401
C 2.549 -0.679 -1.037
C 1.349 -0.980 -0.410
C 1.443 -1.822 0.678
Cl -0.108 -2.155 1.438
C 2.604 -2.404 1.157
Cl 2.596 -3.476 2.499
C 3.790 -2.076 0.497
Cl 5.279 -2.742 1.041
C 3.764 -1.205 -0.596
Cl 5.232 -0.797 -1.394